# 1
A molecular structure, C21H21BN4O3RhS2, computed with ωB97M-V with the def2-TZVPD basis set.

Its orbital gap is 6.94 eV. The calculation puts the LUMO energy at -4.29 eV. The energy relative to the best compared isomer or geometry (same formula, charge and spin) comes out at 76.06 kJ/mol. As for the charge: +1. For the HOMO energy, the calculation gives -11.225 eV. Its total energy is -2189.26897 a.u.

```
53
Properties=species:S:1:pos:R:3:mulliken_charge:R:1
Rh -0.1779 -1.5131 0.0344 0.08
C -0.6156 -3.2899 4.0012 -1.61
C -0.6401 -2.4840 2.7465 0.82
N -0.1876 -2.8924 1.6177 0.92
N 0.3414 -4.1357 1.4751 -1.35
C 0.7173 -4.3760 0.2455 0.69
N 1.2486 -5.5732 -0.0287 -0.38
S 0.5976 -3.2680 -1.1478 -0.47
C -1.2143 -1.1214 2.7256 0.53
C -1.8062 -0.5655 3.8441 -0.56
C -2.3925 0.6904 3.7581 -0.57
C -2.3806 1.3596 2.5503 -0.97
C -1.7573 0.7594 1.4676 -0.41
N -1.1807 -0.4375 1.5554 0.13
H -0.1721 -4.2587 3.8026 0.38
H -1.6251 -3.4307 4.3914 0.39
H -0.0283 -2.7787 4.7664 0.37
H 1.2570 -6.2829 0.6843 0.23
H 1.5024 -5.8149 -0.9693 0.20
H -1.8189 -1.1173 4.7719 0.44
H -2.8618 1.1313 4.6272 0.44
H -2.8365 2.3317 2.4345 0.51
H -1.7121 1.2385 0.4980 0.60
C 2.9073 -0.7379 -0.7285 -1.31
S 1.6194 -0.3817 0.4443 1.60
O 2.1018 -0.6925 1.7830 -0.73
C 1.4034 1.3783 0.3384 0.33
C 1.2881 2.0527 1.5453 -0.71
C 1.0789 3.4238 1.5265 -0.65
C 0.9862 4.0967 0.3164 -0.58
C 1.1217 3.4096 -0.8839 -0.70
C 1.3360 2.0410 -0.8811 -0.31
H 3.7392 -0.0744 -0.5020 0.46
H 2.5284 -0.6082 -1.7392 0.34
H 3.1697 -1.7795 -0.5604 0.52
H 1.3860 1.5099 2.4774 0.51
H 0.9985 3.9668 2.4584 0.46
H 0.8233 5.1659 0.3071 0.44
H 1.0640 3.9368 -1.8263 0.48
H 1.4452 1.5145 -1.8175 0.48
O -1.4534 0.5768 -1.7597 -0.56
B -0.4461 -0.3810 -1.6411 0.83
O 0.3177 -0.4263 -2.8076 -0.59
C -0.2198 0.5357 -3.6434 0.63
C 0.1904 0.9045 -4.9031 -0.99
C -0.5290 1.9319 -5.5106 -0.55
C -1.6037 2.5428 -4.8717 -0.56
C -2.0088 2.1548 -3.5957 -1.05
C -1.2866 1.1431 -3.0084 0.98
H 1.0214 0.4173 -5.3934 0.50
H -0.2484 2.2571 -6.5026 0.41
H -2.1403 3.3331 -5.3778 0.42
H -2.8472 2.6176 -3.0947 0.50
```

***

# 2
C21H21Br3F6O6P2 in the gas phase, computed with ωB97M-V with the def2-TZVPD basis set.

Its orbital gap is 7.98 eV. The calculation puts the LUMO energy at -1.13 eV. The structure (SMILES) is CCOP(=O)(CCc1c(F)c(C(F)(F)C(F)F)c(P(O)Br)c2c1C(=O)C(F)=C([C@@H](Br)[C@H](C)Br)C2=O)OCC. As for the charge: 0. For the HOMO energy, the calculation gives -9.102 eV. Its total energy is -10268.31778 a.u.

```
59
Properties=species:S:1:pos:R:3:mulliken_charge:R:1
C 4.2869 1.1853 0.9989 -1.20
C 3.7141 -0.1143 1.5120 -0.16
O 2.4885 -0.4372 0.8274 -0.02
P 1.5517 -1.5474 1.4893 0.57
O 0.5315 -2.0592 0.5634 -0.62
C 0.9059 -0.7830 2.9879 -0.75
C -0.6277 -0.7849 3.0591 -1.74
C -1.3730 -0.4208 1.8054 0.08
C -2.2884 -1.3198 1.2912 1.16
F -2.4304 -2.4668 1.9429 -0.49
C -3.0241 -1.1153 0.1450 -0.20
C -4.0044 -2.2196 -0.2220 0.96
F -4.6731 -2.6209 0.8879 -0.29
F -4.9519 -1.7498 -1.0645 -0.29
C -3.3159 -3.4707 -0.8592 0.11
F -4.1524 -4.0394 -1.7571 -0.29
F -3.0639 -4.3819 0.0992 -0.28
C -2.8276 0.0633 -0.6034 1.34
P -3.8653 0.3026 -2.1555 -0.41
O -3.0781 1.5068 -2.8990 -0.24
Br -2.9467 -1.3701 -3.3751 -0.27
C -1.9171 0.9931 -0.0936 0.38
C -1.2239 0.7503 1.0944 0.26
C -0.3162 1.8204 1.5731 -0.31
O -0.1765 2.1179 2.7364 -0.57
C 0.3977 2.5479 0.4867 1.21
F 1.6097 2.9691 0.8345 -0.42
C -0.1931 2.8004 -0.6825 -0.35
C 0.4844 3.5418 -1.8076 -0.80
Br 2.3265 2.8962 -2.0808 -0.09
C -0.1878 3.5358 -3.1765 -0.01
C -1.4615 4.3812 -3.2405 -1.32
Br -0.4185 1.7045 -3.8158 -0.12
C -1.6442 2.3660 -0.6612 -0.39
O -2.5232 3.1546 -0.8932 -0.54
O 2.5285 -2.6740 2.0423 -0.44
C 2.8376 -3.7900 1.1836 -0.34
C 3.5313 -3.4160 -0.1025 -0.99
H 4.2299 1.2395 -0.0829 0.20
H 3.8224 2.0498 1.4607 0.21
H 5.3421 1.2038 1.2722 0.46
H 3.5508 -0.0350 2.5886 0.33
H 4.4328 -0.9170 1.3693 0.25
H 1.2741 -1.3648 3.8318 0.66
H 1.3481 0.2035 3.1091 0.52
H -0.9446 -1.7632 3.3956 0.44
H -0.9223 -0.0830 3.8383 0.42
H -2.3891 -3.1964 -1.3591 0.34
H -2.7253 1.2065 -3.7469 0.24
H 0.6337 4.5865 -1.5413 0.48
H 0.5386 3.9563 -3.8600 0.67
H -2.2980 3.8345 -3.6566 0.25
H -1.2775 5.2273 -3.9006 0.39
H -1.7344 4.7835 -2.2721 0.37
H 1.9391 -4.3730 0.9963 0.30
H 3.5001 -4.4196 1.7736 0.33
H 4.4540 -2.8762 0.1057 0.24
H 3.8064 -4.3183 -0.6435 0.42
H 2.9099 -2.8011 -0.7487 0.31
```

***

# 3
A molecular structure, C21H21BrFeN8O3S, computed with ωB97M-V with the def2-TZVPD basis set.

Its orbital gap (alpha / beta) is 6.28 / 6.35 eV. The calculation puts the LUMO energy (alpha / beta) at -1.12 / -1.11 eV. The energy relative to the best compared isomer or geometry (same formula, charge and spin) comes out at 214.72 kJ/mol. As for the charge: 0. For the HOMO energy (alpha / beta), the calculation gives -7.403 / -7.453 eV. Its spin multiplicity is 5. Its total energy is -5712.42808 a.u.

```
56
Properties=species:S:1:pos:R:3:lowdin_spin:R:1
Fe 0.3757 -3.0119 0.6626 3.67
C -1.4430 1.4736 -1.2084 0.00
C -2.0504 0.8533 -0.0117 0.00
N -2.2287 1.5089 1.1431 0.00
N -1.6648 0.8556 3.0762 0.00
C -1.3959 -1.6061 1.9368 0.02
S -1.6435 -3.0654 2.7337 0.08
N -2.4414 -0.3994 0.0446 0.00
N -2.0086 -1.3676 -0.8577 0.00
H -1.5767 2.5511 -1.1630 0.00
H -1.8985 1.0855 -2.1189 0.00
H -0.3694 1.2542 -1.2229 0.00
H -1.9420 1.3310 3.9225 0.00
H -2.7692 -1.7071 -1.4334 0.00
H -1.2415 -1.0355 -1.4273 0.00
N -2.0979 -4.6181 -0.1374 0.01
C -1.8018 -5.9708 -0.6389 0.00
C -0.4133 -6.4417 -0.2147 0.00
C 0.6656 -5.6260 -0.8991 0.01
O 1.1840 -6.0148 -1.9254 0.01
O 0.9117 -4.4735 -0.3403 0.08
H -2.2767 -4.6321 0.8612 0.00
H -2.9490 -4.2761 -0.5679 0.00
H -1.8423 -5.9425 -1.7290 0.00
H -2.5393 -6.7078 -0.3042 0.00
H -0.2939 -7.4834 -0.5071 0.00
H -0.3093 -6.3488 0.8695 0.00
Br 4.3065 5.1472 -4.3306 0.00
C 3.3969 4.9335 -2.6871 0.00
C 3.8983 5.5283 -1.5443 0.00
C 3.2184 5.3784 -0.3434 0.00
C 2.0707 4.6038 -0.2766 0.00
C 1.5641 4.0341 -1.4411 0.00
C 2.2193 4.1992 -2.6484 0.00
N 1.3509 4.5850 0.9660 0.00
N 0.8765 3.5583 1.4665 0.00
C 1.1683 2.2289 1.0319 0.00
C 2.3502 1.8446 0.3949 0.00
C 2.6048 0.5255 0.1070 0.00
C 1.6863 -0.4872 0.4492 0.00
O 1.8921 -1.7221 0.1647 0.07
C 0.4885 -0.1093 1.1652 0.00
N -0.1855 -1.2828 1.5548 0.02
C -2.6208 -0.8179 1.4719 0.00
C -2.7409 0.5551 2.1539 0.00
C -1.0092 1.7296 2.0878 0.00
C 0.2558 1.2358 1.4607 0.00
H 4.8050 6.1163 -1.5914 0.00
H 3.5845 5.8529 0.5587 0.00
H 0.6374 3.4757 -1.3929 0.00
H 1.8232 3.7625 -3.5552 0.00
H 3.0942 2.5932 0.1624 0.00
H 3.5264 0.2233 -0.3739 0.00
H -3.5166 -1.4157 1.5907 0.00
H -3.7547 0.7681 2.4855 0.00
H -0.9305 2.7713 2.3699 0.00
```

***

# 4
A molecular structure, C21H21CdN5O8S4 at a distorted geometry, computed with ωB97M-V with the def2-TZVPD basis set.

Its orbital gap is 5.32 eV. The calculation puts the LUMO energy at 3.77 eV. The energy relative to the best compared isomer or geometry (same formula, charge and spin) comes out at 554.93 kJ/mol. As for the charge: -2. For the HOMO energy, the calculation gives -1.549 eV. Its total energy is -3448.79949 a.u.

```
60
Properties=species:S:1:pos:R:3:mulliken_charge:R:1
Cd -1.7963 -0.4120 1.1266 1.16
N -0.1332 2.3694 4.2107 -0.51
C -0.4622 1.4618 3.2249 0.12
S -2.1775 1.3961 2.8545 -0.54
N 0.5496 0.7862 2.7635 -1.35
N 0.2529 -0.0991 1.7312 1.82
C 1.0964 -1.3326 1.7283 -0.74
C 0.5770 -2.0953 -0.3074 0.35
C 1.4841 -3.2782 -0.6966 0.68
C 0.8591 -4.3308 -1.5480 -1.63
C -0.2486 -4.0550 -2.2390 -0.44
C -0.9805 -2.8086 -2.0913 -0.77
C -0.6837 -1.8791 -1.1420 -0.49
O -1.5134 -0.8950 -0.8773 -0.61
H -0.8099 3.0995 4.3415 0.24
H 0.8367 2.6473 4.2084 0.26
H 1.7711 -1.3618 2.5771 0.33
H 2.4082 -2.9575 -1.1885 0.53
H 1.3821 -5.2778 -1.6469 0.38
H -0.6667 -4.8047 -2.9067 0.29
H -1.9112 -2.6808 -2.6345 0.37
C -3.2893 1.6600 -2.3649 -0.87
C -2.0045 2.3617 -2.8358 -1.08
S -0.5081 1.8342 -1.9438 0.31
C 0.4037 3.3856 -1.7867 -0.72
C -0.1441 4.4525 -0.8107 -0.90
S -1.1720 3.8734 0.5821 0.06
C -2.8174 4.2261 -0.1241 -0.67
C -3.8874 3.1550 0.0369 -0.84
S -3.6081 1.4707 -0.5829 -0.07
H -3.2698 0.6148 -2.6779 0.35
H -4.1557 2.1499 -2.8161 0.56
H -2.0947 3.4419 -2.7366 0.35
H -1.8734 2.1372 -3.8967 0.52
H 0.5525 3.8339 -2.7718 0.41
H 1.3672 3.0211 -1.4317 0.32
H -0.7281 5.2093 -1.3348 0.41
H 0.6961 4.9661 -0.3413 0.44
H -2.6710 4.4531 -1.1748 0.23
H -3.1924 5.1303 0.3611 0.46
H -4.8089 3.5329 -0.4155 0.45
H -4.0698 2.9687 1.0966 0.33
O -0.8202 -4.4480 2.0078 -0.74
C -0.7885 -3.2448 1.7657 0.17
O -1.7691 -2.4211 1.9414 -0.79
C 0.4943 -2.6294 1.1867 0.96
C 1.7064 -3.5761 0.8201 0.13
C 3.0985 -3.1281 1.2270 -1.67
C 3.7020 -1.9999 0.7055 0.26
C 2.9996 -0.9873 0.0600 -1.57
C 1.5247 -0.9294 0.3074 1.59
O 0.9074 0.3633 0.4831 -0.39
N 3.6782 0.0135 -0.6240 0.96
O 3.0162 0.8991 -1.1864 -0.68
O 4.9221 0.0041 -0.6792 -0.80
N 3.9177 -4.0061 1.9750 1.07
O 3.4925 -5.1291 2.2655 -0.72
O 5.0596 -3.6486 2.3088 -0.76
H 1.5240 -4.5965 1.1331 0.86
H 4.7759 -1.9059 0.7830 0.61
```

***

# 5
C21H21ClN2O6S2 in the gas phase at a distorted geometry, computed with ωB97M-V with the def2-TZVPD basis set.

Its orbital gap is 9.46 eV. The calculation puts the LUMO energy at -0.02 eV. The energy relative to the best compared isomer or geometry (same formula, charge and spin) comes out at 0.00 kJ/mol. The structure (SMILES) is O=C(c1ccc(S(=O)(=O)N2CCOCC2)cc1)N(c1cccc(Cl)c1)[C@@H]1C=CS(=O)(=O)C1. As for the charge: 0. For the HOMO energy, the calculation gives -9.483 eV. Its total energy is -2630.32375 a.u.

```
53
Properties=species:S:1:pos:R:3:mulliken_charge:R:1
O -2.5362 -2.8076 -1.9196 -0.64
C -1.9106 -1.9413 -1.3514 0.27
N -2.4772 -0.7611 -0.9586 0.49
C -1.6629 0.3235 -0.5330 -0.40
C -0.7822 0.8783 -1.4560 0.02
C 0.0723 1.8918 -1.0595 0.18
C 0.0655 2.3606 0.2451 -0.62
C -0.8368 1.8178 1.1443 -1.33
C -1.7056 0.8058 0.7687 -0.18
H -2.4081 0.3977 1.4794 0.62
H -0.8591 2.1825 2.1593 0.45
H 0.7630 3.1265 0.5448 0.55
Cl 1.1528 2.5768 -2.2188 -0.20
H -0.7633 0.5172 -2.4725 0.53
C -3.9174 -0.6019 -1.1554 0.00
C -4.2834 0.8577 -1.0745 -0.43
C -4.9672 1.2649 -0.0279 -0.74
H -5.2995 2.2556 0.2063 0.51
S -5.2812 -0.1160 1.0791 1.08
O -4.3793 -0.0427 2.1979 -0.63
O -6.6779 -0.2534 1.3659 -0.69
C -4.7234 -1.3755 -0.1166 -0.83
H -5.6175 -1.8209 -0.5396 0.35
H -4.1353 -2.1299 0.3943 0.39
H -3.9408 1.5004 -1.8716 0.42
H -4.1362 -0.9964 -2.1583 0.56
C -0.4744 -2.0499 -0.9371 0.30
C -0.1856 -2.1131 0.4234 -0.39
C 1.1305 -2.1350 0.8463 -0.68
C 2.1430 -2.0781 -0.0931 -0.08
C 1.8698 -2.0617 -1.4470 -0.70
C 0.5517 -2.0711 -1.8735 -0.36
H 0.3169 -2.0689 -2.9270 0.54
H 2.6925 -2.0472 -2.1442 0.51
S 3.8179 -1.7999 0.4803 1.32
O 4.7426 -2.1114 -0.5654 -0.72
O 3.9867 -2.3894 1.7725 -0.71
N 3.8534 -0.1417 0.6916 -0.04
C 3.0320 0.3771 1.7604 -0.05
H 3.2110 -0.2411 2.6393 0.48
C 3.4379 1.8305 2.0158 -0.88
H 2.7846 2.2880 2.7603 0.38
O 3.3051 2.5993 0.8428 -0.34
C 4.1210 2.0914 -0.1885 -0.87
H 3.9577 2.7355 -1.0535 0.36
C 3.7538 0.6424 -0.5179 0.10
H 4.4493 0.2182 -1.2412 0.44
H 2.7307 0.6070 -0.9236 -0.13
H 5.1765 2.1368 0.1136 0.39
H 4.4786 1.8596 2.3671 0.38
H 1.9629 0.3448 1.4903 0.01
H 1.3890 -2.1976 1.8911 0.54
H -0.9879 -2.1347 1.1453 0.48
```